Entry 1:
Computed, not measured: a cluster of 5 separate species, C2H13NO5 in total in a non-equilibrium geometry, with the ωB97M-V functional and the def2-TZVPD basis.

Structure (XYZ):
```
21
Properties=species:S:1:pos:R:3
H 2.8917 1.5907 -2.3504
H 0.4873 1.4251 -1.2563
H -1.2291 -0.7349 -0.2136
H 0.7841 -2.4888 0.6775
O -1.7698 -1.7385 2.6338
H 1.1867 0.5077 -0.2647
H -0.4120 0.4248 1.4562
H -1.4066 0.5598 -2.1071
H -2.0219 0.0034 3.6452
C -1.5010 0.3654 1.4908
N -1.9541 -0.2346 0.2635
O 1.2601 1.3838 -0.6629
C -1.8109 -0.5435 2.7057
H 3.9135 0.6677 -1.7459
H -1.9050 1.3519 1.7306
O 3.6881 1.0963 -2.5770
H -0.0182 -0.0710 -2.2085
H -2.8512 -0.6857 0.2732
O 1.1770 -1.6327 0.4655
O -0.6082 0.5416 -2.6532
H 2.0997 -1.7884 0.6977
```

For the energy relative to the best compared isomer or geometry (same formula, charge and spin), the calculation gives 41.9 kcal/mol. The strongest force on any atom comes out at 1.517 eV Å⁻¹. As for the structure (SMILES): NCC=O.O.O.O.O.

Entry 2:
Computed, not measured: the molecule C4H7ClS in a non-equilibrium geometry, with the ωB97M-V functional and the def2-TZVPD basis.

Structure (XYZ):
```
13
Properties=species:S:1:pos:R:3
H -0.8878 -0.9060 -1.3063
Cl 1.2591 -1.8913 -0.0352
C 1.6145 0.8130 -0.1315
C -1.9102 -0.3331 0.4515
H -0.6366 0.8985 -0.7858
C -0.7293 -0.1997 -0.5160
H 1.9240 0.4944 -1.1353
H 2.5594 0.6667 0.5221
H 1.1128 1.8449 0.0223
C 0.6012 -0.2878 0.2089
H 0.2336 -0.2515 1.2624
H -1.8263 0.0091 1.5787
S -3.3144 -0.8571 -0.1357
```

For the energy relative to the best compared isomer or geometry (same formula, charge and spin), the calculation gives 22.2 kcal/mol. The strongest force on any atom comes out at 2.766 eV Å⁻¹. As for the structure (SMILES): C[C@H](Cl)CC=S.

Entry 3:
Computed, not measured: the ion C4H7N2O with charge +1 in a non-equilibrium geometry, with the ωB97M-V functional and the def2-TZVPD basis.

Structure (XYZ):
```
14
Properties=species:S:1:pos:R:3
C -1.1202 0.3651 0.0505
H 2.9430 -0.3515 0.9413
C -2.4346 -0.1321 -0.0223
H -2.6157 -0.8090 -0.9172
N 1.0422 0.1833 0.0431
O 0.6692 1.4766 0.0656
C -0.0235 -0.5744 0.0086
H 2.9819 0.8510 -0.4435
H -2.7792 -0.6491 1.0087
N -0.6015 1.5625 0.0604
H -3.2759 0.6946 -0.1190
H 2.7051 -0.9037 -0.5882
C 2.4241 -0.1165 -0.0066
H 0.0849 -1.5969 -0.0815
```

Its net charge is +1. For the energy relative to the best compared isomer or geometry (same formula, charge and spin), the calculation gives 103.8 kcal/mol. The strongest force on any atom comes out at 6.414 eV Å⁻¹. As for the structure (SMILES): Cc1c[n+](C)on1.

Entry 4:
Computed, not measured: a cluster of 2 separate species, C3H10NOS in total, with the ωB97M-V functional and the def2-TZVPD basis.

Structure (XYZ):
```
16
Properties=species:S:1:pos:R:3
O 0.1986 1.1205 -1.8485
H 1.6186 -1.0218 -1.9916
H 1.3331 0.0768 1.5241
H -0.9469 -0.1379 -2.9867
C 0.3577 -0.4074 1.6266
H 1.3812 -0.3959 -3.4495
C 0.1569 -0.8746 3.0674
H -0.5990 -0.6919 -1.3431
N 0.9361 -0.9666 -2.7353
H 0.2314 -0.0252 3.7503
C -0.1750 -0.1886 -2.2110
H 0.3645 -1.2856 0.9708
S -0.9336 0.7777 1.0939
H 0.8912 -1.6341 3.3718
H -0.0917 1.2677 -0.9170
H -0.8506 -1.2853 3.1672
```

Its net charge is -1. For the energy relative to the best compared isomer or geometry (same formula, charge and spin), the calculation gives 7.2 kcal/mol. The strongest force on any atom comes out at 0.336 eV Å⁻¹.

Entry 5:
Computed, not measured: a cluster of 18 separate species, C47H127N3O18 in total in a non-equilibrium geometry, with the ωB97M-V functional and the def2-TZVPD basis.

Structure (XYZ):
```
195
Properties=species:S:1:pos:R:3
H 0.3937 -0.6815 -1.3621
H 0.7067 3.7774 0.7330
H 3.0164 -2.7008 7.6125
C 3.7746 7.2166 0.4647
O 2.8302 -1.9366 5.7419
O -2.1782 1.7155 -5.0614
H -0.8227 0.4420 6.8681
H 0.6491 0.6699 -3.6041
O -5.3443 -3.1418 -3.7952
H -2.2042 -2.6306 5.6690
H 1.7725 4.9850 -5.7941
C -4.6413 1.1488 -1.9470
C -2.2364 2.4270 3.8235
H -2.8921 2.0718 -4.5176
H -3.6187 -0.4692 -3.0051
H -0.6566 -4.4783 2.7517
C 2.8422 3.4946 0.3294
H 4.1477 2.8983 1.9276
H -0.0466 0.1005 5.3006
H -0.8272 -8.1419 -2.3284
H 1.1759 -3.9542 1.1954
C -0.5010 2.1854 -7.4388
H 3.5277 1.4988 0.9543
H 1.3478 -1.1872 3.8468
C -1.7180 -1.7481 -5.7229
H 1.4851 1.3166 -5.0372
C -0.6698 2.6183 -2.7978
H 1.2263 2.0517 0.7401
H -5.3134 -0.7168 2.7672
H 0.4495 -6.2964 -1.6441
H 6.2281 0.4440 1.1353
H -2.8292 -3.3072 -5.8628
H 3.1170 -5.6561 0.4243
H -0.7583 -2.1727 -5.4927
H 1.3664 -5.9082 2.5865
H -0.8976 -4.1228 -0.8898
C -2.3840 3.7975 -7.1191
H -3.1533 2.9703 -7.1196
H -0.6086 2.6945 5.1629
H -3.8254 1.1274 -1.2329
O -4.3890 -2.2821 1.7707
H 4.5958 -3.1128 1.0975
H 2.8646 -3.4663 -0.1864
C 0.5241 1.2306 -4.5560
H 1.5954 -0.2029 0.0854
H -5.5864 1.4441 -1.4808
H 4.4972 -1.9742 7.0255
C -1.4916 3.2832 4.8223
H -0.7060 5.1472 4.8139
H -1.1660 -0.6118 2.7904
H 6.6830 0.2102 2.8250
N -1.3111 2.8500 -5.0897
H -3.2146 2.8288 3.5551
H -1.4352 -8.0013 -0.6252
C -0.5763 -7.9093 -1.2833
H 4.1612 -0.6625 1.7665
H 5.5127 -4.0000 -0.1669
H -1.3442 3.4684 -2.8120
H 2.2171 0.2252 1.6415
C 6.0766 -0.2034 2.0076
H 0.0464 0.6217 2.5320
H -3.6187 -8.1660 1.0464
C 3.9346 2.5244 0.9087
O 1.0696 -3.2213 0.5529
C -0.8114 -2.0980 -0.2246
H 1.8016 3.4023 -3.8251
H 0.3598 -2.6690 3.3363
H -0.6291 0.7942 0.1292
H 0.1306 4.8233 -7.5119
H 4.1008 0.4833 4.0003
H 3.2399 -0.9232 7.5324
H 3.9561 7.3265 1.5436
H -2.2278 1.3549 4.0782
H -2.1957 -1.3943 -4.8362
H 2.8428 6.2178 -1.7779
O 4.7621 -0.3562 2.4540
H -5.4952 -6.2715 1.2174
C -1.0744 3.2718 -6.4857
H -2.3094 -3.1809 -1.3740
C 3.8532 4.1999 -1.8679
H 2.9028 2.3016 -1.4780
H -2.0668 4.1090 -8.1167
H -1.2574 -5.2466 1.2777
H -5.1284 -1.9995 -2.1076
H -0.7789 -7.3025 2.3298
H -2.9493 4.8458 2.4229
H 5.9364 4.5973 -0.0561
H -4.7179 -4.8947 -4.7133
H -4.3774 1.9211 -2.6652
H -2.7557 4.6029 -6.4549
C 2.4527 -6.2376 1.0999
H 4.4537 7.9481 -0.0372
H -0.6092 -1.6822 -2.3169
O -0.3624 -6.5075 -1.1941
H 1.7714 3.6996 -1.5057
H -3.6847 -4.2932 -3.3399
C -0.1162 2.6265 -4.2257
C 0.0022 -1.6993 -1.4072
H -5.2336 -5.0481 -3.0026
C -0.1138 -0.2081 6.3567
H -1.9835 6.4347 1.5006
H -0.5261 5.3400 -6.0874
C 3.7492 5.6964 -1.4851
O -5.0364 -1.1823 -1.5815
O 2.0802 -5.3763 2.1668
H -3.0806 3.8546 -0.5912
N 0.0185 -2.4051 0.9826
H -3.6815 -0.3253 2.1539
C 2.7724 3.3550 -1.2148
H -3.8943 -1.4388 3.5561
C 0.9041 3.7163 -4.3519
H 2.5943 5.5471 2.3986
C 1.8658 -0.6167 1.0575
H -4.4021 -4.8605 1.2680
C 2.7800 1.6764 4.8318
H 4.8601 2.6196 0.3367
H -0.0499 -2.3415 5.9917
H 4.8049 3.6928 -1.6118
C -0.7154 -1.6386 6.4842
O -2.0199 -1.7023 5.8725
C -3.7699 -6.5657 -0.0208
H 5.2789 -2.2544 -0.3589
H -0.1377 0.5894 -5.1674
O 3.6261 -3.4726 -0.7619
C -2.8872 3.6735 0.4828
C -3.1990 4.9213 1.3506
O -2.4250 -2.7214 -6.4781
C -1.8209 -0.9962 0.1267
O -0.3513 -6.5238 2.7350
H 6.2770 6.2465 0.2284
C -0.4519 -0.2301 2.0225
H -4.3221 5.1587 1.2678
H 1.6875 3.0762 2.0207
C 4.8158 -3.1673 0.0150
O -3.0711 -7.3915 0.9505
H 2.6406 -1.3955 0.8696
C -1.2331 0.1998 0.8025
H 2.5474 1.9567 5.8507
H -2.0233 0.8557 1.1509
H 3.7603 4.0610 -2.9502
H -4.7297 -1.9542 0.9353
O -1.1281 4.5004 4.2467
C 0.6130 -1.2921 1.7848
H -3.4692 2.8486 0.8767
C 1.5027 3.0682 0.9472
H -3.0389 -5.9595 -0.5153
H -2.2860 -0.6588 -0.8025
O -2.5303 6.0493 0.8046
C -1.6043 -3.3527 -0.5669
H 1.5507 -6.4941 0.5420
H 0.8653 -0.1813 6.8730
H -0.7882 -1.8651 7.5507
H 6.5186 -1.1695 1.7571
C 4.0822 5.8045 0.0186
H 2.7385 7.4890 0.2879
C 1.2149 4.0881 -5.8259
C -4.7288 -4.3997 -3.7081
H -5.3500 -0.2253 -3.4730
H -4.2333 -7.2249 -0.7615
H 1.7938 1.3627 4.4549
H -1.2010 1.3111 -7.4115
H 0.1419 2.6679 -2.0987
C 3.4218 -1.8600 7.0267
H 0.3309 -8.4431 -0.9286
H -2.0808 3.5084 5.6994
H 1.9875 -2.4273 2.8610
C 5.5467 5.4722 0.4767
O 3.3787 4.9993 2.1851
H 5.6527 5.2680 1.5512
H 1.8909 3.3235 -6.2568
C -1.1305 -5.3739 2.3647
H -2.0905 -5.4207 2.8257
H -1.2457 1.6969 -2.7027
H 0.6114 4.5330 -3.7254
H -1.8362 3.4502 0.5238
H -2.6005 -1.4161 0.7695
C -4.6570 -0.2297 -2.5586
H 0.5124 1.8693 -7.1603
H 2.9261 -1.0878 5.2708
C -4.3256 -1.1224 2.5985
O 3.7630 0.6251 4.9071
H -6.1962 -3.3107 -4.2301
H -0.4814 2.5831 -8.4889
H 3.1367 2.6194 4.3461
H -5.4242 -5.1182 -0.1092
C -0.0488 4.4690 -6.5066
C -4.8147 -5.6662 0.6150
H 0.8301 -2.4212 -1.5939
H -1.5244 -0.8856 -6.3831
C 1.0617 -1.9035 3.0962
N 3.1272 4.9130 0.7590
H -1.6083 2.4510 2.9126
H -2.1688 -3.6634 0.3261
H 3.0659 -7.1371 1.2924
H 4.5348 6.2925 -2.0501
```

For the energy relative to the best compared isomer or geometry (same formula, charge and spin), the calculation gives 0.0 kcal/mol. The strongest force on any atom comes out at 2.886 eV Å⁻¹.

Entry 6:
Computed, not measured: the molecule C7H12 in a non-equilibrium geometry, with the ωB97M-V functional and the def2-TZVPD basis.

Structure (XYZ):
```
19
Properties=species:S:1:pos:R:3
H -1.4024 0.9450 -1.5012
C 0.2214 0.6435 -0.0953
H -2.1737 2.0415 0.6241
H 0.4215 1.7374 -0.0210
H 0.0367 -0.7611 1.5961
C 1.3234 -1.5842 -0.8705
C -1.2199 0.4422 -0.5385
H -1.3932 -0.6269 -0.7056
H 2.8154 -1.0735 0.7474
H -3.2629 0.7295 0.1504
H 1.1917 0.5783 1.8445
H 0.3014 -1.9559 -0.9057
C 1.8499 -0.8021 0.3230
H -2.1047 0.4833 1.4652
C -2.2437 0.9555 0.4848
H 1.2604 0.7665 -1.4372
H 2.0544 -2.2795 -1.2917
C 0.7651 -0.1082 1.1140
C 1.5593 -0.1314 -0.9828
```

For the energy relative to the best compared isomer or geometry (same formula, charge and spin), the calculation gives 90.1 kcal/mol. The strongest force on any atom comes out at 3.289 eV Å⁻¹. As for the structure (SMILES): CC[C@H]1C[C@H]2C[C@@H]12.

Entry 7:
Computed, not measured: the molecule C3H3NO2 in a non-equilibrium geometry, with the ωB97M-V functional and the def2-TZVPD basis.

Structure (XYZ):
```
9
Properties=species:S:1:pos:R:3
C -1.4309 0.5779 0.0510
H -2.0387 1.5600 -0.1512
O 1.9944 -0.0713 -0.0150
O -0.0117 -1.0182 -0.0241
C 0.5845 0.0788 -0.0360
C -1.3402 -0.6372 0.0723
N -0.1526 1.1199 -0.0374
H 2.3970 0.7578 0.3269
H -2.0315 -1.5577 -0.1237
```

For the energy relative to the best compared isomer or geometry (same formula, charge and spin), the calculation gives 64.0 kcal/mol. The strongest force on any atom comes out at 12.776 eV Å⁻¹. As for the structure (SMILES): Oc1ncco1.

Entry 8:
Computed, not measured: the molecule C9H15NO5 in a non-equilibrium geometry, with the ωB97M-V functional and the def2-TZVPD basis.

Structure (XYZ):
```
30
Properties=species:S:1:pos:R:3
C 1.0687 0.1267 2.4206
H 0.4851 2.8723 3.5260
H 2.1567 0.1491 2.1820
C -0.4384 2.6800 2.9758
H 0.4057 3.0474 1.0046
C 0.3327 0.8355 1.2461
O -1.5431 2.3802 0.8980
C 1.7303 -0.2953 -0.8430
C 2.7075 -1.7167 -2.4182
H 0.9562 -1.9401 1.8026
H -0.4844 -1.3350 2.6639
H -2.0530 1.5902 1.1948
N -1.1249 1.5001 -1.8352
C -0.2396 2.2760 1.4694
C 0.5945 -1.3073 2.6195
H 1.0042 -1.7170 3.5489
H 2.4663 -2.2867 -3.3454
H 2.9463 -2.4957 -1.6288
H 0.9479 0.6508 3.3567
H -1.4554 2.2845 -2.3612
O -0.4155 -0.0359 0.4676
C 0.5901 0.5758 -0.2967
H -0.9885 3.6452 3.0209
H -1.0374 1.9574 3.5098
H -1.7266 0.9138 -1.2657
C 0.1384 1.5687 -1.3572
O 1.5411 -0.9160 -2.0665
O 2.7652 -0.3569 -0.1685
O 0.8889 2.3547 -1.9127
H 3.6563 -1.1309 -2.5329
```

For the energy relative to the best compared isomer or geometry (same formula, charge and spin), the calculation gives 40.7 kcal/mol. The strongest force on any atom comes out at 2.873 eV Å⁻¹. As for the structure (SMILES): CC[C@]1([C@H](C)O)O[C@]1(C(N)=O)C(=O)OC.

Entry 9:
Computed, not measured: a cluster of 2 separate species, C3H7BrS in total in a non-equilibrium geometry, with the ωB97M-V functional and the def2-TZVPD basis.

Structure (XYZ):
```
12
Properties=species:S:1:pos:R:3
H -1.2312 2.3423 0.7810
H 0.7740 -0.8732 -0.0777
H 0.2889 -1.3909 -1.5053
C -0.3902 1.7534 0.6643
H 0.2964 1.9011 -0.0652
S -1.2544 -1.7248 0.3382
H 0.9890 -2.6571 -0.4289
H -0.1529 1.0147 1.4718
Br -3.5795 0.2657 0.0583
C 0.3955 -1.7416 -0.5127
C -1.8096 -0.3150 -0.4397
H -1.5688 -0.2827 -1.5828
```

For the energy relative to the best compared isomer or geometry (same formula, charge and spin), the calculation gives 101.5 kcal/mol. The strongest force on any atom comes out at 4.079 eV Å⁻¹.

Entry 10:
Computed, not measured: a cluster of 9 separate species, C19H56N8O9 in total in a non-equilibrium geometry, with the ωB97M-V functional and the def2-TZVPD basis.

Structure (XYZ):
```
92
Properties=species:S:1:pos:R:3
N -27.4834 2.9653 2.5796
C -27.6729 -2.9819 -4.1973
H -26.2036 -3.6332 -6.8356
H -26.5046 -3.4300 -1.3164
H -27.4210 -5.3048 1.0414
N -26.8460 -0.7684 0.0042
C -28.4289 2.3697 3.2707
H -25.4335 0.3091 -2.9344
H -22.6326 0.1177 1.7364
N -29.2334 1.5865 2.6053
H -24.0665 -0.8613 1.1416
C -27.0389 1.2421 -3.8798
H -25.7179 4.4179 -0.7010
H -28.4266 -2.4046 1.9742
C -26.4603 4.1242 -1.4519
H -25.5077 1.3278 1.3678
H -25.5062 -1.5616 -6.5826
H -25.4378 -1.3671 3.8999
H -27.6955 0.6944 2.6786
N -22.6757 -1.5100 -2.6377
H -26.3479 -2.5921 0.3445
C -23.7669 0.0203 1.7721
H -27.5335 4.9636 0.8335
H -27.7235 -0.5740 4.3483
H -28.5815 5.6353 -0.4519
H -25.2577 1.6083 -4.8115
H -26.7570 4.9561 -2.0922
H -28.4054 -3.7657 -4.2804
H -25.1512 -1.8565 -4.8891
C -27.7472 3.5780 -0.8093
H -27.8905 -5.5138 -0.5055
H -27.1033 1.9315 -0.7467
H -24.3142 3.0483 1.6828
H -27.0884 0.0389 -2.4054
H -25.9666 3.3485 -2.0493
H -28.1470 -1.9984 -4.0036
H -22.0809 -2.9810 -0.9442
H -27.7284 -2.6581 -6.2559
H -28.4374 3.3329 -1.5811
C -23.4960 -1.8692 -1.7049
H -23.0874 -0.8463 -3.2261
H -27.3402 2.8680 1.5546
C -28.2803 4.7228 0.0684
H -26.5856 -0.7735 -5.4103
H -24.4930 2.5357 -0.3509
H -28.3909 -4.0944 0.1175
O -25.7608 -3.3348 0.3555
N -26.4052 0.6280 -2.9311
N -28.1234 -0.9599 -1.6079
O -27.0570 -0.0385 2.6470
H -23.1689 1.2078 -0.3461
H -26.6745 3.5288 3.1080
C -25.9785 -1.7264 -5.5997
H -28.9490 -0.7023 -2.0646
H -21.9061 -2.0714 -3.0539
O -28.9644 0.3059 0.1768
N -23.0918 -2.6734 -0.8569
O -28.4861 2.3318 4.6561
C -28.0069 -0.4479 -0.4532
H -24.0337 -0.3056 2.7558
H -29.3713 1.3689 1.5919
C -24.2090 1.5258 -0.1142
H -26.8849 -3.1210 -3.4498
C -27.4319 -0.9664 3.3776
O -26.4002 -3.8350 -5.9500
O -24.7962 -1.4104 -1.6959
H -25.2289 -6.0224 -0.2938
N -26.2268 1.8154 -4.7768
H -25.9573 -2.3135 2.4982
H -29.2121 4.3751 0.5638
H -27.5352 -1.7345 -1.8691
O -28.4078 1.3991 -3.9536
H -24.3819 -4.9015 -1.3415
C -24.4423 1.3320 1.3301
H -24.8053 0.8165 -0.6168
H -26.0547 -1.0382 -0.6600
C -27.5557 -4.7742 0.1196
H -26.5067 -2.6649 4.2520
H -29.8801 1.1495 3.1685
O -24.0375 2.2351 2.0803
C -26.2586 -1.9222 3.5008
C -25.4019 -5.2556 -1.0055
H -28.8585 -2.4338 3.7048
O -27.3857 2.6044 -0.1677
H -25.8973 -5.7311 -1.8031
C -28.6661 -1.7725 2.8634
H -23.8302 -3.2284 -0.3855
H -26.6113 2.5505 -5.3996
H -26.6895 -0.5670 1.0433
C -26.2718 -4.1124 -0.4638
H -29.5138 -1.1152 2.6913
C -26.9814 -2.8389 -5.5646
```

For the energy relative to the best compared isomer or geometry (same formula, charge and spin), the calculation gives 227.7 kcal/mol. The strongest force on any atom comes out at 12.747 eV Å⁻¹. As for the structure (SMILES): NC(N)=O.NC(N)=O.NC(N)=O.NC(N)=O.CC(C)O.CC(C)O.CC(C)O.CC(C)O.CC(C)O.